Entry 1:
ORCA calculation (the ωB97M-V functional and the def2-TZVPD basis) on 2 unconnected molecules or ions with the total composition C4H3I.

```
8
Properties=species:S:1:pos:R:3:nbo_charge:R:1
C 1.289 0.788 -0.790 0.003
C -1.097 -0.747 -1.352 -0.176
C 1.353 0.741 0.524 -0.527
C -2.137 -1.353 -1.485 -0.502
I 2.219 1.188 -2.568 0.425
H 0.646 0.052 0.833 0.290
H 2.143 0.992 1.202 0.262
H -3.186 -1.483 -1.640 0.224
```

Calculated values
Gap between HOMO and LUMO (spin up / spin down): 6.47 / 6.47 eV
Relative energy (zero: lowest compared OMol25 entry of this formula, charge and spin): 138.4 kcal per mole
LUMO (spin up / spin down): -2.4 / -2.4 eV


Entry 2:
ORCA calculation (the ωB97M-V functional and the def2-TZVPD basis) on a gas-phase ion, C23H31N4S (charge +1).

```
59
Properties=species:S:1:pos:R:3:nbo_charge:R:1
C 3.875 -4.225 -0.767 -0.426
C 2.487 -4.499 -1.321 -0.209
N 1.573 -3.362 -1.140 -0.386
C 0.146 -3.582 -1.074 -0.214
C -0.399 -2.187 -0.834 -0.237
N 0.733 -1.317 -0.683 -0.407
C 1.851 -2.052 -1.050 0.353
S 3.441 -1.507 -1.496 0.358
C 4.455 -3.040 -1.521 -0.514
H 3.865 -4.034 0.318 0.229
H 4.487 -5.116 -0.954 0.249
H 2.568 -4.755 -2.390 0.211
H 2.025 -5.384 -0.837 0.231
H -0.218 -3.978 -2.032 0.210
H -0.087 -4.370 -0.333 0.215
H -0.907 -1.901 -1.773 0.217
H -1.095 -2.163 0.021 0.234
H 5.415 -2.754 -1.062 0.257
H 4.644 -3.326 -2.572 0.237
C -6.106 0.555 -1.907 -0.404
N -5.020 1.342 -2.498 -0.447
C -5.387 2.527 -3.272 -0.399
C -3.704 1.203 -2.061 0.221
C -2.601 1.414 -2.931 -0.244
C -1.325 1.049 -2.508 -0.174
C -1.035 0.735 -1.172 -0.160
C 0.434 0.386 -0.792 0.033
C 0.795 0.942 0.605 -0.181
C 1.841 0.316 1.248 -0.104
C 2.336 0.731 2.476 -0.323
C 1.781 1.887 3.101 0.297
N 2.275 2.369 4.282 -0.435
C 1.773 3.660 4.777 -0.412
C 3.178 1.555 5.119 -0.404
C 0.772 2.593 2.416 -0.316
C 0.245 2.087 1.222 -0.156
C -2.095 0.748 -0.245 -0.124
C -3.408 1.011 -0.688 -0.291
H -5.821 -0.505 -1.824 0.208
H -6.385 0.902 -0.893 0.183
H -6.992 0.605 -2.552 0.217
H -4.519 2.941 -3.812 0.209
H -6.167 2.269 -4.000 0.204
H -5.804 3.332 -2.628 0.188
H -2.792 1.794 -3.962 0.227
H -0.534 0.921 -3.263 0.215
H 1.131 0.800 -1.586 0.231
H 2.303 -0.561 0.778 0.185
H 3.157 0.172 2.908 0.212
H 1.689 4.379 3.936 0.205
H 0.752 3.568 5.196 0.195
H 2.447 4.100 5.553 0.221
H 3.719 0.817 4.507 0.204
H 3.951 2.174 5.613 0.213
H 2.633 0.961 5.893 0.196
H 0.410 3.540 2.828 0.226
H -0.600 2.633 0.791 0.227
H -1.949 0.460 0.804 0.222
H -4.240 1.138 0.036 0.228
```

Calculated values
Gap between HOMO and LUMO: 7.36 eV
Relative energy (zero: lowest compared OMol25 entry of this formula, charge and spin): 7.1 kcal per mole
LUMO: -2.3 eV
Total charge: +1


Entry 3:
ORCA calculation (the ωB97M-V functional and the def2-TZVPD basis) on a single C4H7NO molecule.

```
13
Properties=species:S:1:pos:R:3:nbo_charge:R:1
C 0.261 -1.141 -1.202 -0.415
N 0.056 -0.445 0.075 -0.234
C 1.013 -0.414 0.971 -0.162
C -1.036 0.367 0.234 -0.288
C -0.765 1.727 0.587 0.327
O -1.571 2.618 0.800 -0.596
H 0.805 -2.075 -1.051 0.210
H 0.824 -0.476 -1.864 0.222
H -0.713 -1.336 -1.651 0.228
H 0.762 -0.087 1.971 0.218
H 2.020 -0.709 0.705 0.192
H -1.997 0.032 -0.135 0.210
H 0.339 1.938 0.560 0.088
```

Calculated values
Gap between HOMO and LUMO (spin up / spin down): 7.85 / 7.85 eV
Relative energy (zero: lowest compared OMol25 entry of this formula, charge and spin): 70.1 kcal per mole
LUMO (spin up / spin down): 0.0 / 0.0 eV


Entry 4:
ORCA calculation (the ωB97M-V functional and the def2-TZVPD basis) on a gas-phase ion, C6H7N4O (charge +1).

```
18
Properties=species:S:1:pos:R:3:nbo_charge:R:1
C 1.156 -1.555 -0.194 -0.253
C -0.056 -1.580 -0.788 -0.015
C 0.006 2.149 -0.167 -0.054
C 1.205 1.608 -0.220 0.380
C -2.952 0.233 0.404 0.545
C 1.680 -0.525 0.786 -0.266
N -1.158 1.463 -0.285 -0.336
N -1.201 -0.930 -0.511 -0.177
N -1.541 0.236 -0.177 0.107
N 1.973 0.609 -0.081 -0.427
O -3.552 -0.764 0.493 -0.378
H 1.842 -2.343 -0.465 0.246
H -0.256 -2.402 -1.465 0.250
H -0.143 3.214 -0.056 0.269
H -3.222 1.254 0.696 0.178
H 0.939 -0.245 1.537 0.238
H 2.590 -0.862 1.281 0.252
H 2.690 0.439 -0.789 0.441
```

Calculated values
Gap between HOMO and LUMO (spin up / spin down): 7.03 / 7.03 eV
Relative energy (zero: lowest compared OMol25 entry of this formula, charge and spin): 110.5 kcal per mole
LUMO (spin up / spin down): -6.0 / -6.0 eV
Total charge: +1


Entry 5:
ORCA calculation (the ωB97M-V functional and the def2-TZVPD basis) on 2 unconnected molecules or ions with the total composition C2H6O.

```
9
Properties=species:S:1:pos:R:3:nbo_charge:R:1
C -1.092 -0.659 0.026 -0.392
C -2.125 -0.283 -0.737 -0.376
H -1.337 -1.356 0.865 0.196
H -0.139 -0.429 -0.243 0.175
H -3.204 -0.426 -0.551 0.207
H -1.800 0.224 -1.654 0.188
H 2.109 0.386 -0.014 0.455
H 2.108 0.831 1.329 0.462
O 2.696 0.803 0.567 -0.915
```

Calculated values
Structure (SMILES): C=C.O
Gap between HOMO and LUMO: 11.29 eV
Relative energy (zero: lowest compared OMol25 entry of this formula, charge and spin): 24.5 kcal per mole
LUMO: 0.9 eV


Entry 6:
ORCA calculation (the ωB97M-V functional and the def2-TZVPD basis) on a molecular structure, C50H64BrN4O4SSe3Ti.

```
128
Properties=species:S:1:pos:R:3:mulliken_spin:R:1
Ti -0.852 0.804 -0.579 0.942
C 2.850 2.318 5.611 -0.002
C 3.770 2.236 4.390 0.006
C 4.419 3.614 4.190 -0.001
C 4.858 1.191 4.675 0.000
C 3.006 1.858 3.126 -0.016
C 1.634 1.649 3.104 0.025
C 1.017 1.280 1.928 -0.040
Se -0.866 0.791 1.877 -0.016
C -0.451 -1.098 1.771 0.012
C -0.261 -1.762 2.970 -0.004
C -0.007 -3.123 2.985 -0.002
C 0.122 -3.749 1.744 -0.001
C -0.038 -3.105 0.528 -0.005
C -0.415 -1.735 0.520 0.005
O -0.736 -1.080 -0.578 0.023
C 0.190 -3.824 -0.800 0.003
C -1.121 -3.838 -1.603 0.002
C 1.280 -3.068 -1.578 -0.002
C 0.664 -5.271 -0.634 -0.001
C 0.109 -3.934 4.270 0.000
C -0.121 -3.076 5.516 0.000
C -0.961 -5.036 4.252 0.000
C 1.513 -4.549 4.357 0.000
C 1.706 1.112 0.704 -0.009
O 1.002 0.737 -0.340 -0.048
C 3.103 1.331 0.715 -0.001
C 3.688 1.693 1.925 0.000
C 4.041 1.161 -0.490 -0.002
C 3.324 0.747 -1.780 -0.001
C 4.764 2.490 -0.758 0.000
C 5.072 0.066 -0.171 0.000
H 3.438 2.564 6.497 0.000
H 2.096 3.092 5.473 0.002
H 2.351 1.366 5.789 0.001
H 4.953 3.914 5.094 0.000
H 5.124 3.600 3.360 0.000
H 3.651 4.356 3.971 0.000
H 5.370 1.429 5.610 0.000
H 4.416 0.198 4.766 0.000
H 5.601 1.163 3.879 0.000
H 1.015 1.748 3.985 0.016
H -0.333 -1.167 3.872 0.002
H 0.347 -4.807 1.732 0.000
H -1.484 -2.822 -1.744 0.000
H -0.967 -4.302 -2.581 0.000
H -1.884 -4.401 -1.064 0.000
H 0.985 -2.031 -1.734 0.002
H 2.216 -3.080 -1.017 0.000
H 1.450 -3.540 -2.549 0.000
H -0.090 -5.888 -0.144 0.000
H 0.859 -5.696 -1.620 0.000
H 1.588 -5.322 -0.058 0.000
H -1.105 -2.610 5.492 0.000
H -0.066 -3.703 6.408 0.000
H 0.636 -2.296 5.604 0.000
H -1.946 -4.587 4.124 0.000
H -0.796 -5.737 3.435 0.000
H -0.956 -5.596 5.190 0.000
H 2.263 -3.757 4.341 0.000
H 1.626 -5.120 5.280 0.000
H 1.705 -5.213 3.514 0.000
H 4.760 1.840 1.938 0.000
H 2.631 1.522 -2.103 0.002
H 4.066 0.591 -2.569 0.000
H 2.774 -0.181 -1.635 0.000
H 4.034 3.281 -0.928 0.000
H 5.390 2.778 0.087 0.000
H 5.402 2.405 -1.641 0.000
H 4.559 -0.863 0.079 0.000
H 5.711 -0.115 -1.038 0.000
H 5.704 0.344 0.672 0.000
Se -3.099 4.776 -1.761 0.003
Se -1.313 3.979 1.922 0.774
C -0.238 3.793 0.386 -0.016
C 0.787 4.736 0.303 -0.003
C 1.575 4.808 -0.813 0.037
C 1.306 3.930 -1.852 0.021
C 0.316 2.987 -1.706 0.088
N -0.448 2.866 -0.592 -0.010
C -4.057 3.750 -0.537 -0.008
C -5.357 3.335 -0.888 0.016
C -6.123 2.650 0.026 -0.007
C -5.606 2.389 1.294 0.010
C -4.318 2.805 1.563 -0.004
N -3.570 3.454 0.679 0.177
H 0.907 5.425 1.126 -0.003
H 2.349 5.558 -0.907 0.001
H 1.860 3.983 -2.781 0.000
H 0.104 2.295 -2.514 -0.045
H -5.718 3.559 -1.881 0.001
H -7.122 2.320 -0.233 0.000
H -6.173 1.857 2.044 0.002
H -3.847 2.606 2.521 0.008
Br -7.591 -3.690 -2.692 0.000
C -6.244 -2.628 -1.859 0.000
C -5.684 -1.576 -2.567 0.000
C -4.695 -0.816 -1.970 0.000
C -4.287 -1.088 -0.665 -0.002
C -4.866 -2.153 0.026 0.000
C -5.843 -2.930 -0.567 0.000
C -3.268 -0.261 0.026 -0.008
O -3.071 -0.437 1.225 0.003
O -2.654 0.649 -0.667 0.084
H -6.024 -1.353 -3.569 0.000
H -4.235 0.003 -2.505 0.001
H -4.532 -2.355 1.034 0.000
H -6.297 -3.756 -0.036 0.000
C -0.957 3.223 -4.947 0.003
N -0.596 1.888 -5.381 0.000
C 0.343 1.839 -6.481 0.000
C -1.024 0.781 -4.745 -0.007
S -1.782 0.812 -3.249 -0.008
N -0.800 -0.419 -5.419 -0.001
C -1.590 -0.609 -6.630 -0.001
C -0.799 -1.618 -4.593 0.005
H -1.411 3.772 -5.776 0.000
H -0.074 3.774 -4.613 0.000
H -1.671 3.184 -4.125 0.000
H 1.126 2.581 -6.309 0.000
H -0.137 2.075 -7.436 0.000
H 0.792 0.851 -6.539 0.000
H -1.623 0.304 -7.218 0.000
H -2.619 -0.902 -6.383 0.000
H -1.137 -1.402 -7.226 0.000
H -0.221 -1.439 -3.690 -0.004
H -0.332 -2.423 -5.164 0.000
H -1.808 -1.928 -4.302 0.000
```

Calculated values
2S+1: 3
Gap between HOMO and LUMO (spin up / spin down): 5.73 / 5.21 eV
Expectation value of S²: 2.01
Relative energy (zero: lowest compared OMol25 entry of this formula, charge and spin): 76.7 kcal per mole
LUMO (spin up / spin down): 2.0 / 1.5 eV
Total charge: -1